{"formula": "CH6NO2P", "method": "wB97M-V/def2-TZVPD", "species": ["H", "P", "O", "H", "H", "O", "C", "N", "H", "H", "H"], "xyz": [[-1.726465, -0.457928, 0.411780], [0.674270, -0.334127, -0.681259], [0.356049, 0.339022, -2.102952], [-0.929012, 1.125291, -0.028780], [0.421344, -0.320240, -2.876622], [1.413375, -1.652883, -0.862097], [-0.788753, 0.153246, 0.320109], [-0.179526, 0.307146, 1.719659], [-1.003022, 0.678045, 2.209216], [1.476916, 0.683306, -0.192162], [0.284824, -0.520878, 2.083108]], "forces_ev_per_a": [[0.924, 0.472, -0.858], [1.731, -1.232, -1.303], [-0.430, -1.442, -2.187], [-0.659, 1.608, -0.707], [-0.059, 1.397, 1.864], [-2.057, 1.899, 1.003], [1.233, -3.130, 2.426], [-1.338, 1.017, -1.557], [1.144, -0.731, 0.779], [0.345, 0.064, 0.388], [-0.835, 0.077, 0.152]], "lowdin_charge": [0.10, 0.59, -0.24, 0.05, 0.12, -0.39, -0.32, -0.08, 0.07, 0.04, 0.06], "homo_lumo_gap_ev": 10.8594, "fmax_ev_per_a": 4.15, "charge": 0, "de_lowest_kcal_mol": 30.5, "multiplicity": 1}


{"formula": "C21H24O2", "method": "wB97M-V/def2-TZVPD", "species": ["O", "H", "H", "C", "C", "H", "C", "H", "H", "H", "H", "H", "C", "H", "H", "C", "C", "H", "C", "H", "H", "C", "C", "C", "H", "C", "H", "H", "C", "C", "O", "C", "H", "C", "H", "C", "H", "C", "H", "C", "H", "C", "H", "H", "C", "H", "C"], "xyz": [[1.818743, 0.450937, -3.464193], [0.038228, -3.135078, -0.266041], [-1.364002, -1.491881, -3.337963], [-2.067645, 2.170981, 3.517889], [3.184036, -1.683068, 1.374520], [0.143106, -1.319753, -4.233478], [-0.499683, -0.981603, 1.133958], [-1.260111, -1.438140, 0.523384], [-2.965047, -0.087757, 1.168218], [2.202991, -4.234049, -0.574532], [0.003736, 3.131858, -3.346060], [-3.616475, 0.831892, -2.417691], [-2.630272, 3.298562, 4.312239], [4.555944, -4.568309, 0.681745], [-0.123456, 2.297643, 4.385128], [-1.711883, 1.214830, -3.274562], [-0.741417, 1.783211, 3.668074], [4.928240, -3.435435, -0.619076], [0.919374, -2.722438, 0.195301], [1.977853, -0.104529, 2.051953], [1.511552, 2.905947, -2.455479], [0.805765, 1.133564, -3.387965], [-0.399584, -0.989971, -3.346240], [3.288575, -2.844983, 0.618840], [4.070613, -1.274607, 1.830550], [0.790744, -1.555370, 0.979296], [-3.587808, 0.796134, -4.179533], [-3.073332, 4.050180, 3.658559], [-2.331474, 0.448563, 1.853918], [-2.855681, 1.467370, 2.612409], [-1.739533, 2.437148, -3.227686], [-0.474023, 0.490413, -3.334257], [0.784600, 0.434801, 3.159952], [2.133398, -3.344114, 0.025212], [-2.957849, -0.565188, -3.258335], [1.979956, -1.045492, 1.541704], [5.378555, -3.053670, 1.039920], [-0.976039, 0.068779, 1.962660], [-3.402042, 2.950409, 4.999129], [0.962457, 2.615942, -3.351832], [1.521694, 2.946713, -4.227511], [-0.211012, 0.753267, 2.930460], [-3.893966, 1.730601, 2.516192], [0.167020, -1.331730, -2.478580], [4.606309, -3.511287, 0.419899], [-1.856241, 3.790620, 4.902947], [-3.034932, 0.518091, -3.283049]], "forces_ev_per_a": [[1.118, -0.775, 0.007], [-0.176, -0.091, -0.116], [0.011, 0.051, -0.001], [0.020, 0.007, -0.106], [-0.172, 0.173, 0.156], [0.153, -0.221, 0.057], [0.468, 0.057, 0.003], [-0.240, -0.167, -0.192], [-0.127, -0.047, -0.224], [-0.058, -0.206, -0.184], [0.394, -0.089, 0.021], [-0.034, 0.168, 0.017], [0.072, 0.273, 0.199], [-0.035, -0.049, -0.075], [0.129, 0.046, 0.149], [0.977, -0.408, -0.039], [0.087, -0.083, -0.072], [-0.043, -0.032, -0.060], [-0.103, 0.014, -0.106], [0.084, 0.114, 0.059], [0.204, -0.092, -0.004], [-0.436, 0.315, 0.042], [-0.119, -0.298, -0.233], [-0.098, -0.081, -0.099], [0.146, 0.149, 0.028], [-0.178, 0.251, 0.086], [-0.002, 0.114, -0.008], [-0.081, -0.024, -0.016], [0.074, -0.062, -0.032], [-0.020, -0.088, -0.043], [-1.071, 1.322, 0.143], [-0.758, -0.132, 0.335], [0.145, 0.042, 0.052], [-0.045, -0.027, 0.030], [-0.142, -0.008, -0.032], [0.216, 0.118, -0.101], [-0.055, -0.005, -0.048], [0.088, 0.080, 0.213], [-0.080, -0.014, -0.023], [-0.295, 1.061, -0.101], [0.249, -0.129, 0.043], [-0.056, -0.091, 0.115], [-0.263, 0.043, -0.111], [0.275, -0.282, 0.096], [0.301, -0.047, 0.155], [-0.045, -0.051, -0.026], [-0.479, -0.800, 0.048]], "lowdin_charge": [0.00, 0.12, 0.05, -0.25, -0.02, 0.08, 0.11, 0.12, 0.12, 0.12, 0.05, 0.08, -0.04, 0.09, 0.12, -0.47, -0.02, 0.10, 0.00, 0.09, 0.08, -0.48, -0.08, -0.25, 0.12, -0.19, 0.09, 0.09, 0.00, -0.02, -0.02, -0.16, 0.09, -0.02, 0.05, 0.01, 0.08, -0.19, 0.09, -0.02, 0.08, 0.00, 0.12, 0.06, -0.03, 0.08, -0.03], "homo_lumo_gap_ev": 2.7595, "fmax_ev_per_a": 1.71, "charge": 0, "de_lowest_kcal_mol": 96.8, "multiplicity": 1}


{"formula": "C22H28AlN2O5", "method": "wB97M-V/def2-TZVPD", "species": ["H", "H", "C", "H", "H", "C", "H", "C", "C", "N", "C", "C", "C", "H", "H", "H", "H", "O", "O", "H", "H", "N", "H", "H", "H", "H", "H", "H", "C", "C", "C", "Al", "H", "C", "C", "H", "C", "O", "C", "C", "H", "C", "C", "H", "C", "C", "H", "O", "H", "O", "C", "H", "C", "H", "H", "H", "C", "H"], "xyz": [[3.366684, -0.325264, 2.362314], [-3.679509, -2.165108, -0.425269], [0.202641, -0.067743, 5.090286], [-4.217449, -0.414674, -4.712756], [-5.629437, -2.718168, 0.956336], [-4.154969, 0.846989, 1.061515], [-2.320107, -1.756878, -5.556941], [2.928334, -0.758820, 1.461118], [-2.309279, -1.381931, -4.542415], [1.696579, 0.838899, 0.116173], [-0.170511, 0.038750, 2.762962], [-4.111161, -1.405861, 0.217041], [-3.571738, -0.121784, 0.251090], [5.568725, -0.898576, -1.927796], [0.531303, -1.104785, 5.068253], [4.067190, 3.699043, -1.694166], [-0.407031, -2.248102, -4.071188], [-1.199751, -0.484300, 0.245709], [-0.888923, 2.017076, 0.110951], [1.723756, 1.540724, -0.615262], [3.530107, -1.613281, 1.161874], [3.965707, 0.589405, -0.278952], [6.588474, -1.567588, -0.656965], [-6.664028, -0.990700, 2.395100], [-0.858396, -0.032637, 5.325206], [-3.764007, 1.856410, 1.083347], [-0.389333, -1.410509, -1.762293], [0.775612, 0.505065, 5.810599], [-3.376587, -0.629766, -4.067512], [5.592194, -1.187075, -0.877158], [-1.965483, 1.654103, -0.587528], [0.021069, 0.762483, 0.912927], [-1.529450, -1.040621, 0.988867], [-2.299744, 0.141200, -0.527891], [-2.293518, -0.427661, -1.931141], [6.012865, 0.790869, -0.111005], [5.279385, -0.004303, 0.024086], [-2.637800, 2.401679, -1.231816], [2.869401, 0.272653, 0.379585], [-3.371781, -0.154726, -2.767704], [5.315659, -0.276717, 1.075466], [4.054033, 3.006035, -0.854313], [-5.795318, -0.749743, 1.797349], [4.808974, 1.344231, -2.004427], [3.956818, 1.577688, -1.368414], [-5.216041, -1.719356, 0.991161], [-4.200965, 0.435125, -2.401046], [0.448918, 0.558956, 3.811201], [1.932596, -1.111897, 1.714416], [-0.900887, -0.940309, 2.856491], [-1.226261, -1.176472, -2.406745], [4.971250, 3.148759, -0.283250], [-1.237298, -1.655263, -3.710874], [3.072502, 1.419730, -1.988711], [-5.721386, 1.291354, 2.448107], [4.879110, -1.998882, -0.733008], [-5.265986, 0.530491, 1.828820], [3.214259, 3.271763, -0.211776]], "forces_ev_per_a": [[0.007, -0.011, -0.008], [0.035, 0.048, -0.022], [-0.031, -0.048, 0.028], [-0.007, 0.004, 0.002], [-0.006, -0.001, 0.003], [0.061, -0.013, -0.041], [0.004, -0.002, -0.004], [0.041, -0.019, 0.110], [-0.033, 0.002, -0.018], [0.009, 0.061, -0.022], [-0.180, -0.094, -0.061], [-0.027, -0.074, -0.003], [-0.058, -0.002, -0.014], [0.001, -0.002, -0.011], [-0.006, 0.005, 0.000], [0.005, 0.009, 0.003], [0.002, -0.004, -0.002], [0.277, -0.146, -0.027], [0.041, -0.005, 0.026], [0.031, -0.010, 0.006], [-0.007, -0.008, 0.009], [-0.002, 0.017, -0.029], [0.007, -0.001, 0.000], [-0.002, -0.002, 0.002], [-0.001, 0.001, -0.009], [-0.002, 0.007, 0.002], [-0.012, 0.004, -0.012], [0.003, 0.007, -0.009], [0.018, -0.007, -0.004], [0.022, 0.007, 0.019], [-0.019, 0.215, -0.119], [-0.259, -0.135, 0.012], [-0.036, 0.104, 0.005], [-0.148, 0.013, 0.066], [0.025, -0.051, 0.005], [0.002, -0.007, -0.006], [-0.014, 0.011, 0.012], [0.045, -0.070, 0.104], [-0.052, -0.002, -0.056], [-0.011, 0.027, 0.000], [0.005, -0.022, -0.008], [-0.008, 0.025, -0.017], [-0.014, -0.020, 0.001], [-0.002, -0.004, 0.005], [-0.001, -0.012, 0.007], [-0.002, 0.003, 0.010], [-0.003, 0.004, 0.007], [0.191, 0.149, 0.136], [0.000, -0.008, -0.036], [0.073, 0.053, -0.045], [0.043, -0.034, -0.005], [0.008, -0.004, -0.003], [0.014, 0.000, -0.004], [0.004, 0.018, -0.005], [-0.001, 0.002, 0.001], [-0.011, -0.002, 0.004], [-0.008, 0.040, 0.018], [-0.011, -0.016, -0.002]], "lowdin_charge": [0.12, 0.13, -0.02, 0.11, 0.11, 0.00, 0.11, 0.03, -0.07, 0.15, -0.45, -0.01, -0.15, 0.08, 0.10, 0.09, 0.11, 0.02, 0.05, 0.09, 0.09, -0.05, 0.09, 0.11, 0.10, 0.13, 0.11, 0.10, -0.05, -0.05, -0.48, 0.38, 0.13, -0.23, -0.16, 0.13, -0.18, 0.17, -0.32, -0.01, 0.12, -0.05, -0.06, 0.12, -0.18, -0.05, 0.13, -0.08, 0.07, 0.04, -0.02, 0.08, -0.07, 0.13, 0.11, 0.08, -0.05, 0.08], "homo_lumo_gap_ev": 9.2337, "fmax_ev_per_a": 0.31, "charge": 1, "de_lowest_kcal_mol": 20.1, "multiplicity": 1}